89
Properties=species:S:1:pos:R:3:lowdin_spin:R:1 method="wB97M-V/def2-TZVPD" total_charge=-2 s2=8.75 orbital_gap_ev="7.33 / 7.33" multiplicity=6 total_energy_ha=-5001.507405
Mn -0.40 1.66 -1.15 4.746
O -0.34 -2.53 -2.34 0.005
C -0.74 -1.52 -1.78 0.004
O 0.00 -0.62 -1.22 0.038
C -2.27 -1.34 -1.61 0.000
C -2.59 -0.72 -0.24 0.002
C -4.09 -0.88 0.06 0.001
C -4.70 0.19 -0.89 0.001
C -3.44 0.74 -1.57 0.001
O -2.48 0.69 -0.49 0.029
C -2.91 -0.29 -2.57 0.001
C -1.91 0.35 -3.58 0.006
O -2.03 0.04 -4.76 0.006
O -1.08 1.19 -3.09 0.044
H -2.71 -2.32 -1.74 0.000
H -1.92 -1.01 0.56 0.000
H -4.29 -0.65 1.10 0.000
H -4.44 -1.89 -0.16 0.000
H -5.21 0.98 -0.32 0.000
H -5.40 -0.21 -1.62 0.000
H -3.52 1.76 -1.94 0.000
H -3.71 -0.73 -3.16 0.000
N -1.39 3.25 0.40 0.026
C -0.96 3.05 1.77 0.003
C 0.52 2.61 1.74 0.004
O 1.27 2.99 2.65 0.004
O 0.82 1.86 0.76 0.034
H -0.95 4.09 0.03 0.001
H -2.39 3.36 0.29 0.001
H -1.54 2.22 2.20 0.000
H -1.07 3.93 2.41 0.001
C -0.78 -3.80 1.21 0.000
C 0.47 -4.10 0.42 0.000
C 0.56 -5.34 -0.22 0.000
C 1.63 -5.65 -1.04 0.000
C 2.62 -4.70 -1.24 0.000
C 2.55 -3.48 -0.58 0.000
C 1.50 -3.17 0.28 0.000
Sb 1.33 -1.14 1.13 0.000
C 3.19 -0.48 0.20 0.000
C 3.05 0.41 -0.85 0.004
C 4.15 0.91 -1.54 0.000
C 5.42 0.54 -1.16 0.000
C 5.58 -0.36 -0.12 0.000
C 4.49 -0.89 0.56 0.000
C 4.77 -1.91 1.64 0.000
C 2.21 -1.37 3.18 0.000
C 2.56 -0.12 3.69 0.000
C 2.98 0.06 4.99 0.000
C 3.03 -1.03 5.85 0.000
C 2.66 -2.28 5.38 0.000
C 2.25 -2.47 4.05 0.000
C 1.88 -3.86 3.62 0.000
H -1.15 -4.69 1.72 0.000
H -1.56 -3.46 0.52 0.000
H -0.61 -3.01 1.94 0.000
H -0.23 -6.06 -0.07 0.000
H 1.67 -6.60 -1.55 0.000
H 3.44 -4.90 -1.92 0.000
H 3.34 -2.75 -0.75 0.000
H 2.07 0.71 -1.17 0.004
H 4.00 1.59 -2.37 0.000
H 6.29 0.94 -1.67 0.000
H 6.58 -0.67 0.17 0.000
H 5.70 -2.44 1.43 0.000
H 3.96 -2.64 1.71 0.000
H 4.86 -1.42 2.61 0.000
H 2.48 0.76 3.05 0.000
H 3.26 1.04 5.35 0.000
H 3.34 -0.91 6.88 0.000
H 2.68 -3.14 6.04 0.000
H 2.37 -4.61 4.25 0.000
H 2.16 -4.04 2.59 0.000
H 0.80 -4.02 3.70 0.000
F 0.08 6.33 -2.20 0.000
C -1.26 6.30 -2.34 0.001
F -1.77 6.66 -1.16 0.000
F -1.57 7.22 -3.25 0.000
S -1.75 4.53 -2.83 0.003
O -0.60 3.80 -2.37 0.026
O -2.03 4.60 -4.23 0.001
N -3.01 4.13 -1.95 0.000
S -4.41 4.83 -2.17 0.000
O -4.35 6.19 -2.63 0.000
O -5.26 4.53 -1.06 0.000
C -5.24 3.95 -3.60 0.000
F -5.04 4.58 -4.75 0.000
F -4.86 2.68 -3.73 0.000
F -6.57 3.96 -3.36 0.000



49
Properties=species:S:1:pos:R:3:lowdin_charge:R:1 method="wB97M-V/def2-TZVPD" smiles="O=C(CN(C(=O)[C@@H]1CSC(=O)C1)c1cccc(F)c1)NCc1ccc2c(c1)OCO2" orbital_gap_ev=8.36 multiplicity=1 total_energy_ha=-1795.448560
O -1.58 1.83 -1.50 0.051
C -1.23 1.26 -0.49 -0.471
N -1.20 -0.07 -0.33 0.098
H -0.81 -0.46 0.52 0.117
C -1.53 -1.00 -1.39 -0.129
C -2.14 -2.24 -0.80 -0.209
C -1.32 -3.15 -0.15 -0.032
C -1.83 -4.30 0.45 0.023
C -3.19 -4.50 0.37 -0.203
C -4.02 -3.58 -0.28 -0.195
C -3.52 -2.44 -0.87 0.059
H -4.17 -1.74 -1.36 0.128
O -5.32 -4.02 -0.21 0.035
C -5.28 -5.24 0.50 -0.161
O -3.95 -5.53 0.86 0.035
H -5.67 -6.04 -0.14 0.139
H -5.90 -5.16 1.41 0.139
H -1.19 -5.01 0.95 0.121
H -0.26 -2.98 -0.10 0.098
H -0.62 -1.25 -1.94 0.101
H -2.22 -0.49 -2.06 0.123
C -0.70 2.04 0.74 -0.016
N 0.76 2.03 0.73 0.021
C 1.37 0.90 1.13 -0.413
O 0.76 0.00 1.69 0.067
C 2.84 0.70 0.73 -0.270
C 3.33 -0.61 1.33 -0.114
C 2.66 -1.73 0.58 -0.704
O 2.44 -2.84 0.96 0.044
S 2.23 -1.18 -1.06 1.008
C 2.89 0.50 -0.78 -0.373
H 3.91 0.53 -1.16 0.089
H 2.28 1.21 -1.34 0.075
H 4.41 -0.71 1.19 0.138
H 3.09 -0.70 2.39 0.136
H 3.46 1.55 1.02 0.134
C 1.41 3.18 0.22 -0.223
C 1.03 3.70 -1.02 0.073
C 1.67 4.83 -1.47 -0.258
C 2.67 5.47 -0.75 -0.007
C 3.01 4.95 0.49 -0.063
C 2.39 3.82 0.98 -0.027
H 2.63 3.44 1.96 0.121
H 3.77 5.44 1.08 0.109
H 3.14 6.35 -1.14 0.119
F 1.32 5.34 -2.67 0.075
H 0.25 3.24 -1.61 0.120
H -1.05 3.07 0.69 0.140
H -1.05 1.57 1.66 0.133



72
Properties=species:S:1:pos:R:3:lowdin_charge:R:1 method="wB97M-V/def2-TZVPD" total_charge=+1 orbital_gap_ev=6.58 multiplicity=1 total_energy_ha=-2627.958098
C 3.86 0.23 1.71 -0.102
C 4.64 1.37 0.78 -0.224
O 3.71 2.24 0.03 -0.238
C 3.82 2.04 -1.43 -0.166
C 2.62 2.74 -2.30 -0.149
O 1.37 1.94 -2.37 -0.190
C 0.56 2.42 -1.24 -0.183
C -0.84 1.62 -0.98 0.055
C -2.18 2.45 -0.42 0.166
C -3.51 1.47 -0.18 -0.009
C -4.86 2.26 0.41 -0.144
F -6.03 2.09 -0.48 0.035
F -4.56 3.69 0.71 0.025
C -5.23 1.47 1.84 -0.148
F -3.90 1.08 2.43 0.018
F -5.94 0.20 1.55 0.036
F -6.00 2.31 2.78 0.059
N -3.56 0.01 -0.44 0.122
N -2.42 -0.59 -0.88 0.031
C -1.06 -0.02 -1.21 0.024
C 0.16 -0.98 -1.75 -0.116
C -0.13 -1.79 -3.18 -0.006
C 1.00 -2.79 -3.85 -0.038
C 2.44 -2.97 -3.08 -0.013
C 2.70 -2.16 -1.66 -0.019
C 1.61 -1.15 -0.97 0.016
H 4.34 0.12 2.79 0.092
H 2.73 0.52 1.89 0.078
H 3.89 -0.82 1.17 0.051
H 5.47 0.87 0.09 0.118
H 5.19 2.08 1.57 0.137
H 4.02 0.90 -1.73 0.140
H 4.82 2.60 -1.75 0.147
H 2.40 3.83 -1.85 0.146
H 3.01 2.94 -3.40 0.153
H 0.26 3.55 -1.51 0.153
H 1.12 2.48 -0.21 0.149
H -2.17 3.60 -0.19 0.134
H -2.48 -1.65 -1.03 0.191
H -1.17 -1.68 -3.76 0.105
H 0.74 -3.36 -4.84 0.099
H 3.27 -3.68 -3.53 0.103
H 3.73 -2.28 -1.10 0.081
H 1.74 -0.55 0.03 0.084
C 10.96 -0.69 -1.22 -0.062
C 10.09 -1.56 -2.11 -0.204
O 9.10 -2.24 -1.32 0.016
C 8.01 -1.49 -0.96 -0.324
O 7.85 -0.31 -1.26 0.133
C 7.01 -2.34 -0.17 -0.465
F 7.60 -3.08 0.81 0.153
F 6.35 -3.23 -0.97 0.136
F 6.05 -1.60 0.44 0.114
H 11.41 -1.27 -0.41 0.087
H 11.77 -0.23 -1.81 0.088
H 10.38 0.11 -0.76 0.076
H 10.71 -2.34 -2.57 0.130
H 9.62 -0.99 -2.91 0.128
C -8.54 0.31 3.20 -0.064
C -9.41 -0.57 2.32 -0.203
O -10.40 -1.25 3.11 0.011
C -11.49 -0.50 3.47 -0.323
O -11.65 0.68 3.17 0.145
C -12.49 -1.35 4.26 -0.472
F -11.90 -2.09 5.24 0.141
F -13.15 -2.24 3.46 0.145
F -13.45 -0.61 4.87 0.144
H -8.09 -0.28 4.01 0.094
H -7.73 0.76 2.62 0.038
H -9.12 1.11 3.67 0.084
H -8.79 -1.34 1.85 0.125
H -9.88 0.01 1.51 0.130



63
Properties=species:S:1:pos:R:3:lowdin_spin:R:1 method="wB97M-V/def2-TZVPD" total_charge=+1 s2=2.27 orbital_gap_ev="6.35 / 6.19" multiplicity=3 total_energy_ha=-2725.033976
C -1.39 3.62 -2.05 0.061
C -1.22 2.26 -1.75 -0.010
C 0.10 1.76 -1.59 0.060
C 1.21 2.57 -1.92 0.006
C 0.99 3.91 -2.28 0.051
C -0.29 4.44 -2.30 -0.011
C 2.56 2.03 -1.89 0.337
C 2.66 0.58 -1.85 0.005
C 1.52 -0.21 -1.56 0.050
C 1.55 -1.62 -1.73 -0.010
C 2.80 -2.22 -1.90 0.060
C 3.95 -1.45 -2.10 -0.010
C 3.88 -0.07 -2.10 0.049
H -2.40 4.02 -2.11 0.004
H 1.85 4.52 -2.54 0.003
H -0.45 5.49 -2.53 -0.002
H 3.18 2.46 -2.68 0.005
H 2.87 -3.31 -1.93 0.004
H 4.90 -1.96 -2.28 -0.002
H 4.76 0.54 -2.30 0.003
N 0.33 0.44 -1.14 0.049
V -0.64 -0.29 0.26 1.009
C -2.43 1.33 -1.69 0.011
H -2.32 0.50 -2.41 -0.001
H -3.34 1.88 -1.94 0.002
C 0.28 -2.43 -1.87 -0.002
H -0.33 -2.05 -2.71 -0.001
H 0.53 -3.48 -2.08 0.000
P -2.72 0.58 0.00 -0.002
P -0.86 -2.45 -0.38 -0.017
C 0.09 -3.53 0.74 0.006
H -0.28 -3.38 1.77 0.000
H -0.01 -4.59 0.46 0.001
H 1.16 -3.25 0.73 0.000
C -2.30 -3.45 -0.89 -0.013
H -1.99 -4.35 -1.44 -0.002
H -2.86 -3.75 0.01 0.000
H -2.97 -2.86 -1.53 0.000
C -3.24 2.07 0.91 0.006
H -4.30 2.31 0.69 0.001
H -3.13 1.91 1.99 0.000
H -2.62 2.92 0.62 0.000
C -4.24 -0.43 -0.13 -0.016
H -4.56 -0.70 0.88 0.000
H -5.03 0.15 -0.62 -0.002
H -4.05 -1.35 -0.70 -0.001
H 3.29 2.62 -0.77 0.083
H 3.77 2.94 -0.19 0.168
C 3.22 -0.36 4.03 0.003
C 1.83 -0.29 3.54 0.016
C 0.62 -0.36 4.23 0.004
C -0.41 -0.30 3.28 0.023
N 0.15 -0.17 2.04 0.011
N 1.52 -0.17 2.23 0.003
C -1.86 -0.33 3.49 0.004
H 3.24 0.00 5.07 0.000
H 3.60 -1.40 4.03 0.001
H 3.90 0.26 3.43 0.001
H 0.51 -0.46 5.30 0.000
H 2.19 -0.07 1.47 0.001
H -2.38 -1.06 2.84 0.000
H -2.06 -0.62 4.53 0.000
H -2.31 0.66 3.33 0.001



52
Properties=species:S:1:pos:R:3:lowdin_charge:R:1 method="wB97M-V/def2-TZVPD" smiles="COCc1csc(C(=O)N2CCC[C@@H](NC(=O)c3ccc(Cl)c(N)c3)[C@@H]2C)c1" orbital_gap_ev=9.13 multiplicity=1 total_energy_ha=-2024.927067
C 2.09 -6.96 1.30 -0.114
O 1.41 -5.85 1.85 -0.179
C 2.05 -5.38 3.02 -0.197
C 1.32 -4.17 3.51 -0.291
C 0.85 -4.00 4.78 -0.354
S 0.11 -2.49 5.01 1.099
C 0.36 -2.06 3.37 -0.448
C -0.03 -0.69 2.93 -0.455
O 0.07 0.23 3.72 0.045
N -0.49 -0.55 1.64 0.003
C -1.21 -1.65 0.98 -0.152
C -0.76 -1.82 -0.46 -0.166
C -1.06 -0.52 -1.20 -0.141
C -0.40 0.66 -0.50 -0.272
N -0.79 1.90 -1.15 0.098
C -0.13 2.38 -2.22 -0.435
O 0.85 1.82 -2.69 0.068
C -0.66 3.66 -2.80 -0.135
C -1.98 4.06 -2.68 -0.046
C -2.39 5.25 -3.25 -0.103
C -1.48 6.04 -3.94 -0.595
Cl -2.01 7.53 -4.65 0.690
C -0.14 5.66 -4.08 -0.333
N 0.77 6.46 -4.73 0.096
C 0.24 4.45 -3.51 0.035
C -0.68 0.77 1.02 -0.254
C 0.22 1.87 1.58 -0.034
C 1.03 -3.04 2.70 -0.065
H 1.55 -7.26 0.40 0.088
H 3.12 -6.69 1.02 0.088
H 2.12 -7.80 2.00 0.088
H 2.05 -6.16 3.79 0.128
H 3.09 -5.13 2.79 0.132
H 0.92 -4.70 5.60 0.078
H -1.08 -2.55 1.56 0.110
H -2.28 -1.41 0.99 0.134
H 0.30 -2.04 -0.49 0.118
H -1.30 -2.66 -0.91 0.118
H -0.71 -0.55 -2.23 0.121
H -2.14 -0.36 -1.22 0.123
H 0.69 0.57 -0.62 0.157
H -1.55 2.43 -0.76 0.131
H -2.72 3.44 -2.18 0.107
H -3.42 5.58 -3.18 0.106
H 1.60 6.00 -5.07 0.096
H 0.40 7.15 -5.36 0.053
H 1.26 4.10 -3.60 0.127
H -1.74 1.06 1.15 0.157
H 0.22 2.71 0.89 0.078
H -0.10 2.21 2.56 0.074
H 1.24 1.50 1.67 0.097
H 1.31 -2.97 1.65 0.127



14
Properties=species:S:1:pos:R:3:lowdin_charge:R:1 method="wB97M-V/def2-TZVPD" total_charge=+1 orbital_gap_ev=9.10 multiplicity=1 total_energy_ha=-320.065463
C -1.10 -0.83 -0.67 -0.066
C -0.72 -0.30 0.67 -0.067
N 1.36 -1.01 0.49 0.049
N -0.16 0.96 0.60 -0.028
N 0.54 1.39 -0.47 0.110
O 1.73 -0.41 -0.51 -0.063
H -2.11 -0.44 -0.78 0.107
H -0.25 -0.73 -1.46 0.122
H -1.43 -1.92 -0.56 0.131
H -1.04 -0.69 1.69 0.173
H 0.08 1.53 1.42 0.192
H 0.15 1.09 -1.34 0.112
H 0.93 2.30 -0.30 0.147
H 2.01 -0.95 1.22 0.081